Entry 1:
{"formula": "C8H21FIOP2Sn", "method": "ωB97M-V/def2-TZVPD", "symbols": ["C", "I", "H", "H", "H", "Sn", "P", "C", "C", "H", "H", "H", "H", "H", "H", "C", "H", "H", "H", "P", "C", "C", "H", "H", "H", "C", "H", "H", "H", "H", "H", "H", "C", "O", "F"], "coordinates": [[0.185, 0.005, -1.902], [2.706, -0.115, -1.170], [0.990, 0.447, -2.556], [-0.675, 0.705, -2.003], [-0.071, -1.000, -2.236], [-0.225, -0.051, 0.478], [0.086, 2.655, 0.184], [-1.257, 3.594, 0.958], [1.607, 3.299, 0.951], [1.773, 4.338, 0.632], [0.346, 4.406, -1.464], [2.461, 2.679, 0.646], [0.962, 2.841, -2.080], [-1.162, 3.532, 2.047], [1.512, 3.267, 2.046], [0.157, 3.324, -1.513], [-1.196, 4.643, 0.643], [-0.793, 3.155, -2.035], [-2.229, 3.176, 0.672], [0.106, -2.727, 0.214], [-1.252, -3.732, 0.862], [0.336, -3.384, -1.479], [2.440, -2.731, 0.791], [1.762, -4.401, 0.809], [1.417, -3.274, 2.167], [1.579, -3.353, 1.084], [1.175, -2.857, -1.952], [0.548, -4.469, -1.453], [-1.069, -4.775, 0.596], [-2.197, -3.394, 0.415], [-0.580, -3.214, -2.062], [-1.312, -3.624, 1.952], [-2.515, 0.065, 1.078], [-3.314, 0.915, 0.837], [-2.892, -0.995, 1.921]], "lumo_ev": [-14.386, -14.388], "e_homo_ev": [-20.16, -20.16], "homo_lumo_gap_ev": [5.772, 5.771], "charge": 3, "multiplicity": 1, "de_lowest_ev": 0.000}

=====

Entry 2:
{"formula": "C14H32N4O6Tl", "method": "ωB97M-V/def2-TZVPD", "symbols": ["Tl", "O", "C", "C", "O", "H", "H", "H", "H", "C", "C", "O", "N", "C", "H", "H", "H", "H", "H", "H", "H", "C", "C", "O", "N", "C", "H", "H", "H", "H", "H", "H", "H", "C", "C", "O", "N", "C", "H", "H", "H", "H", "H", "H", "H", "C", "C", "O", "N", "C", "H", "H", "H", "H", "H", "H", "H"], "coordinates": [[-8.835, 12.597, -1.814], [-6.299, 11.892, -3.244], [-6.312, 12.402, -4.606], [-7.766, 12.710, -5.359], [-8.920, 13.357, -4.795], [-5.771, 11.707, -5.248], [-5.720, 13.279, -4.344], [-7.897, 11.772, -5.899], [-7.599, 13.302, -6.259], [-9.249, 11.757, 2.975], [-8.845, 13.028, 2.255], [-8.501, 12.870, 1.055], [-8.774, 14.169, 2.962], [-8.417, 15.516, 2.371], [-10.236, 11.605, 3.412], [-8.624, 11.785, 3.867], [-8.993, 10.853, 2.423], [-9.185, 14.267, 3.880], [-8.380, 15.414, 1.286], [-7.499, 15.984, 2.727], [-9.182, 16.161, 2.802], [-6.125, 9.757, 1.244], [-6.102, 10.212, -0.177], [-7.158, 10.551, -0.738], [-4.935, 10.292, -0.869], [-3.516, 10.374, -0.384], [-6.828, 8.924, 1.279], [-6.607, 10.465, 1.918], [-5.125, 9.413, 1.510], [-5.163, 10.773, -1.728], [-3.054, 11.026, -1.125], [-3.009, 9.427, -0.572], [-3.343, 10.823, 0.594], [-13.119, 12.185, -0.048], [-12.410, 13.451, 0.119], [-11.175, 13.410, -0.201], [-12.941, 14.438, 0.774], [-12.199, 15.703, 1.149], [-13.717, 11.866, 0.805], [-12.452, 11.446, -0.492], [-13.733, 12.515, -0.886], [-13.948, 14.501, 0.799], [-12.878, 16.308, 1.750], [-11.852, 16.208, 0.247], [-11.362, 15.516, 1.822], [-9.538, 9.101, -5.366], [-10.255, 9.464, -4.106], [-9.825, 10.338, -3.361], [-11.330, 8.808, -3.718], [-12.005, 7.918, -4.571], [-10.338, 9.121, -6.105], [-9.207, 8.076, -5.204], [-8.708, 9.794, -5.507], [-11.782, 9.046, -2.847], [-12.907, 7.526, -4.101], [-11.379, 7.029, -4.639], [-12.411, 8.292, -5.511]], "lumo_ev": [0.394, -0.161], "e_homo_ev": [-6.64, -5.92], "homo_lumo_gap_ev": [7.030, 5.755], "s_squared": 0.765, "multiplicity": 2}

=====

Entry 3:
{"formula": "C4H11N2Se", "method": "ωB97M-V/def2-TZVPD", "symbols": ["C", "C", "C", "C", "N", "N", "Se", "H", "H", "H", "H", "H", "H", "H", "H", "H", "H", "H"], "coordinates": [[-1.024, -1.604, -0.097], [-1.800, 1.039, 0.569], [0.128, -0.653, -0.495], [0.183, 0.461, 0.482], [1.598, -0.985, -0.585], [1.055, 1.541, 0.005], [-2.701, -0.611, -0.112], [-1.222, -2.521, -0.707], [-0.866, -1.955, 0.923], [-1.963, 1.312, 1.587], [-1.566, 1.813, -0.087], [-0.101, -0.392, -1.480], [0.406, 0.085, 1.470], [1.899, -1.402, -1.427], [2.039, -1.387, 0.247], [0.633, 2.315, -0.517], [1.750, 1.117, -0.597], [1.554, 1.827, 0.822]], "lumo_ev": -3.408, "e_homo_ev": -12.19, "homo_lumo_gap_ev": 8.783, "charge": 1, "multiplicity": 1, "de_lowest_ev": 1.426}